Here is a structure of composition C47H76AsKN4O3S6Si4 from the OMol25 dataset. Energies are from the ωB97M-V functional and the def2-TZVPD basis.

Results
Calculated total energy ... -235765.4104 eV
Charge ... -2
HOMO-LUMO gap ... 5.21 eV
ΔE to the lowest compared entry with this formula, charge and spin ... 0.0 kcal/mol
Highest occupied orbital energy ... -0.0739 hartree

```
142
Properties=species:S:1:pos:R:3:forces:R:3
As -2.408398 -3.297284 0.030964 -0.0100 0.0204 0.0151
K 0.204730 0.639740 -0.004374 -0.0463 -0.2886 0.4856
S -3.440408 0.426606 0.009876 0.0726 0.0401 -0.1074
S 3.309296 1.645332 -1.918952 -0.0352 0.1004 0.0236
S -2.267780 4.857137 2.447060 -0.0165 -0.0273 -0.0293
S -1.744834 3.022451 -2.286998 -0.0167 -0.0468 0.0397
S -3.164900 2.076996 4.223125 0.0085 0.0788 0.0038
S -0.336455 3.605028 0.516697 0.0562 0.0263 0.1153
Si 2.831048 -2.418347 3.705987 -0.0211 -0.0104 0.0114
Si 3.380681 -3.684204 0.459889 0.0031 0.0182 -0.0286
Si 2.754461 -1.683984 1.490169 0.0018 -0.0492 0.0190
Si 4.819481 -0.596418 1.366715 -0.0041 0.0185 -0.0058
O 2.310190 0.659160 -1.410793 0.2265 0.0971 -0.1814
O -1.071366 1.726404 -1.945157 -0.1368 -0.0355 -0.3338
O -3.965651 0.162312 -1.369015 -0.0508 -0.0242 0.0220
N 0.854444 6.535118 -1.312382 0.0384 0.0602 0.0130
N -1.905099 8.480143 1.337930 0.0052 -0.0070 0.0065
N -1.269807 0.354544 3.828365 0.0236 -0.0052 0.0190
N -0.228269 -1.484554 -1.875592 -0.0122 -0.1244 -0.0022
C 5.291657 1.005629 -5.408452 0.0044 -0.0029 0.0037
C -0.827713 6.252986 0.618336 -0.0450 0.0863 -0.0426
C -0.523205 4.152598 -2.979794 0.0177 0.0059 0.0378
C 3.602287 -0.398053 -3.700966 -0.0218 -0.0011 0.0024
C 3.938670 0.918225 -3.435697 0.0138 0.0086 0.0251
C -2.654184 2.643683 -3.795325 0.0079 0.0465 -0.0026
C 5.136975 -4.391430 0.668370 0.0053 0.0042 0.0017
C -6.067521 -0.016983 0.913602 -0.0015 0.0037 0.0195
C 4.199271 -3.598096 4.310406 0.0060 0.0115 -0.0023
C -3.846087 0.423078 6.417889 -0.0152 -0.0158 0.0098
C 4.608620 1.248561 1.745064 0.0138 -0.0056 0.0000
C -3.705969 0.981969 -5.164428 -0.0058 -0.0067 -0.0007
C -4.690394 4.363839 -0.409612 -0.0061 -0.0022 -0.0028
C 2.351838 3.002187 -2.643715 0.0017 -0.0032 0.0035
C 6.258685 -1.142268 2.485280 -0.0002 0.0085 0.0020
C 0.361376 3.628275 -4.099726 -0.0015 -0.0007 0.0075
C 1.345717 2.533439 -3.681062 0.0037 0.0036 0.0140
C -3.164860 3.647379 -4.611333 -0.0006 0.0035 -0.0053
C -1.292372 -2.645214 1.501404 -0.0349 0.0033 -0.0188
C -1.960303 -0.065365 4.957124 -0.0192 -0.0237 -0.0109
C 3.174556 -3.532445 -1.427275 0.0156 0.0078 -0.0024
C -3.491358 -4.534709 1.125968 0.0001 -0.0035 -0.0029
C 4.795498 1.622181 -4.270832 0.0024 0.0041 -0.0109
C -6.983610 -1.002858 1.631634 -0.0085 0.0072 0.0000
C -3.520368 -0.692511 7.164184 -0.0118 0.0086 -0.0051
C 0.110680 6.393244 -0.434512 -0.0124 -0.0015 0.0266
C -1.140031 4.994079 1.181356 0.0633 -0.0755 0.0496
C -3.059485 0.732727 5.309339 0.0488 0.0277 -0.0098
C -1.785319 1.441306 3.371094 -0.1501 -0.0314 -0.1025
C -1.165785 -4.651518 -0.657343 -0.0037 -0.0137 -0.0011
C 5.555771 -0.703035 -0.385393 -0.0049 -0.0075 -0.0155
C -4.188791 1.974678 -6.004190 -0.0022 0.0010 -0.0038
C -1.440807 7.461446 1.048136 -0.0024 0.0100 -0.0237
C -2.939201 1.311761 -4.053925 -0.0205 -0.0018 0.0035
C 4.111916 -1.012557 -4.837877 0.0042 -0.0079 -0.0073
C 2.892460 -0.940299 4.890655 0.0146 0.0049 -0.0034
C -4.761026 2.845071 -0.538695 -0.0071 -0.0005 -0.0001
C 2.261210 -5.125011 0.992479 -0.0188 0.0091 -0.0035
C -0.016046 -0.882522 -4.398957 0.0292 -0.0255 -0.0062
C -4.605223 -0.345381 1.159629 0.0320 0.0298 0.0387
C -2.416818 -1.486009 6.824872 0.0045 -0.0010 0.0078
C -0.132762 -1.222626 -2.987706 -0.0291 0.0718 0.0176
C -3.922890 3.309247 -5.721590 -0.0031 -0.0025 0.0038
C -1.632067 -1.178947 5.732280 -0.0187 -0.0284 -0.0269
C 1.236090 -3.360591 4.122881 -0.0092 -0.0202 0.0221
C -3.748857 2.181434 0.384249 -0.0253 0.0234 0.0040
C 4.948214 -0.311384 -5.693905 -0.0043 0.0037 0.0035
H -6.279346 0.998806 1.254166 0.0084 0.0009 -0.0007
H 6.013272 -1.009037 3.541941 -0.0012 -0.0007 0.0011
H -0.870253 -5.352605 0.124157 -0.0022 0.0064 0.0024
H 2.961692 -0.925593 -3.002745 -0.0026 0.0087 -0.0076
H -4.553449 2.536567 -1.565909 -0.0134 0.0023 0.0020
H -1.825176 -1.873259 2.060066 0.0247 -0.0063 0.0117
H 5.346379 -0.793062 -6.578170 -0.0008 0.0009 -0.0023
H -4.027073 2.255817 1.437297 -0.0066 0.0050 -0.0134
H -3.685717 4.726497 -0.635682 -0.0036 0.0010 0.0006
H 4.772464 -0.629600 -1.141341 -0.0081 0.0167 -0.0164
H -0.278590 -4.148000 -1.039955 0.0008 0.0091 -0.0031
H 5.506325 1.822526 1.491575 0.0042 -0.0015 0.0140
H 2.354440 -5.977784 0.311406 0.0053 0.0014 -0.0037
H -4.121548 -0.952879 8.026984 0.0012 0.0041 -0.0027
H -4.427650 -1.416112 1.028648 0.0069 -0.0114 -0.0096
H -6.815389 -2.019957 1.270317 0.0014 0.0005 0.0005
H -2.601534 0.560357 -3.351456 -0.0075 0.0014 0.0121
H 3.947460 -2.868956 -1.828694 -0.0119 -0.0076 0.0012
H -2.772871 2.669680 0.292230 -0.0118 -0.0175 0.0285
H 0.036898 4.474705 -2.099561 -0.0376 -0.0600 -0.0964
H -0.770614 -1.774991 5.465814 0.0167 -0.0273 -0.0136
H 1.879464 2.184356 -4.569864 0.0046 -0.0067 -0.0072
H 0.918837 4.483857 -4.496368 -0.0081 0.0017 0.0080
H -4.906604 4.692233 0.607516 -0.0031 -0.0005 0.0043
H -4.690239 1.045039 6.688341 0.0028 0.0006 0.0024
H 1.184322 -4.287307 3.545111 -0.0212 -0.0011 0.0124
H -0.912927 -0.358624 -4.725888 0.0115 0.0081 0.0065
H -5.773132 2.493743 -0.322306 0.0086 -0.0033 -0.0058
H 0.114660 -1.791195 -4.985386 -0.0107 0.0034 -0.0065
H -5.397100 4.843414 -1.091907 0.0001 0.0045 0.0026
H 5.362646 -4.575318 1.721144 0.0025 -0.0009 0.0067
H 3.068005 3.731376 -3.032494 -0.0008 0.0035 0.0060
H 2.201814 -3.095019 -1.669106 -0.0136 -0.0093 0.0024
H -4.312664 4.089852 -6.363181 -0.0004 0.0008 -0.0006
H 7.153666 -0.547205 2.270253 -0.0021 0.0024 -0.0007
H 4.158487 -4.552104 3.777975 -0.0079 -0.0020 -0.0076
H -4.788017 1.713437 -6.867799 -0.0003 -0.0012 -0.0012
H -6.250164 -0.042566 -0.163141 -0.0054 -0.0062 -0.0054
H 2.530893 -5.463552 1.996669 0.0020 -0.0038 0.0013
H 3.763840 1.672366 1.197426 0.0075 0.0012 -0.0199
H -4.157291 -3.962591 1.774151 0.0003 0.0030 -0.0013
H 5.233716 -5.339744 0.126823 -0.0010 -0.0014 0.0012
H -3.943161 -0.057242 -5.357586 0.0001 -0.0004 -0.0018
H 5.195414 -3.176846 4.162241 -0.0061 -0.0076 0.0014
H 0.359997 -2.765160 3.859642 0.0206 0.0237 0.0057
H 1.213184 -4.818880 1.018275 0.0173 -0.0062 -0.0020
H 2.086474 -0.236916 4.665832 -0.0067 -0.0134 0.0030
H -1.450721 1.970211 2.483174 0.1443 0.1661 0.0716
H 6.288469 0.091438 -0.563387 -0.0049 0.0027 0.0044
H 4.402862 1.395420 2.809054 -0.0159 0.0014 0.0007
H 5.074361 2.643051 -4.036317 -0.0026 0.0002 -0.0013
H -1.640579 -5.197829 -1.473476 0.0032 -0.0104 0.0018
H 3.862473 -2.046305 -5.042582 -0.0013 -0.0012 0.0013
H 5.953856 1.549954 -6.069960 0.0011 -0.0002 -0.0008
H -1.028688 -3.456839 2.181071 -0.0166 -0.0163 -0.0290
H -0.257599 3.252326 -4.919968 0.0023 -0.0069 -0.0082
H 1.869786 3.448739 -1.766622 0.0017 0.0160 -0.0004
H -4.273721 -0.065533 2.165095 0.0041 -0.0162 -0.0029
H 6.056358 -1.663273 -0.537178 -0.0011 0.0214 -0.0017
H 2.797993 -1.253608 5.936002 -0.0076 -0.0067 -0.0072
H -2.978280 4.689810 -4.383961 0.0013 -0.0022 -0.0022
H -1.097424 5.027853 -3.292036 0.0138 0.0040 -0.0006
H 1.179101 -3.622621 5.185627 0.0170 0.0202 0.0070
H -6.799485 -0.999285 2.708533 0.0033 0.0023 0.0015
H 0.847122 -0.235339 -4.546733 0.0138 0.0019 0.0081
H -8.035361 -0.758174 1.470755 -0.0018 -0.0010 -0.0014
H 6.502013 -2.195835 2.328940 0.0002 -0.0026 -0.0037
H -2.174724 -2.349632 7.431867 0.0035 0.0026 -0.0038
H -0.367129 -2.213767 1.114393 -0.0059 -0.0193 -0.0282
H 3.837596 -0.399695 4.786802 0.0004 0.0080 0.0008
H 0.791984 1.694244 -3.261514 0.0006 -0.0103 -0.0105
H 4.069583 -3.805566 5.378843 0.0022 -0.0002 0.0022
H 5.895396 -3.705855 0.283329 -0.0068 -0.0150 0.0073
H -4.101276 -5.167840 0.479928 -0.0012 0.0005 -0.0013
H -2.849854 -5.162575 1.746745 0.0012 -0.0016 0.0028
H 3.262245 -4.501391 -1.931322 0.0077 -0.0054 0.0064
```
Forces are in eV/Å.